Entry from the OMol25 dataset: a molecular structure, C14H42O11PRb5 at a distorted geometry (wB97M-V/def2-TZVPD).

```
73
Properties=species:S:1:pos:R:3
Rb 0.89484 -3.78653 -0.41401
Rb -0.68329 1.43633 2.20853
Rb -1.36661 1.20926 -2.98912
Rb 2.46969 -1.77503 -3.22762
Rb 3.46573 -1.42842 0.47276
P 0.18690 -0.35959 -0.40715
O 0.37049 -1.05743 0.97711
O 0.04116 -1.44703 -1.58483
O 1.52664 0.35406 -0.77433
O -0.99979 0.64216 -0.30025
C 3.70262 3.24852 2.24122
C 3.27561 2.67735 0.90338
O 2.21425 1.78424 1.21745
H 3.50218 2.61624 3.10618
H 3.22036 4.21737 2.37108
H 4.77789 3.42500 2.21405
H 4.12461 2.16513 0.45069
H 2.85004 3.40667 0.21411
H 1.92429 1.29503 0.44401
C 2.71670 -1.33488 4.24502
C 1.37584 -1.90295 3.98270
O 0.47626 -0.93765 3.52203
H 3.18482 -1.93754 5.02333
H 2.75604 -0.41053 4.82133
H 3.41849 -1.39585 3.41323
H 0.86902 -2.24593 4.88470
H 1.37064 -2.68894 3.22753
H 0.57295 -0.89167 2.56802
C -0.10382 4.93607 0.24786
C -0.75079 4.09874 -0.87371
O -1.60546 3.15589 -0.27333
H 0.85117 5.35822 -0.06500
H 0.19483 4.14206 0.93231
H -0.79305 5.60166 0.76752
H -0.07067 3.59628 -1.56151
H -1.21678 4.83183 -1.53215
H -1.27568 2.25434 -0.26683
C -2.00250 -3.58586 -3.41199
C -1.39768 -2.74504 -4.56598
O -0.77398 -1.53277 -4.11608
H -2.41299 -2.96757 -2.61367
H -1.20451 -4.21459 -3.01699
H -2.72746 -4.31473 -3.77432
H -2.18720 -2.50201 -5.27710
H -0.56114 -3.32609 -4.95416
H -0.57303 -1.66843 -3.18721
C 3.88395 2.19026 -2.46852
C 2.47754 2.49794 -2.96736
O 1.84685 1.21494 -3.06332
H 4.50458 1.98744 -3.34132
H 3.88547 1.33681 -1.79050
H 4.38293 3.01900 -1.96621
H 2.70007 3.00918 -3.90396
H 1.99999 3.24568 -2.33417
H 1.74297 0.89199 -2.16526
C -2.96615 -4.13885 2.43759
C -1.86275 -3.03368 2.25890
O -1.80733 -2.65239 0.84725
H -2.97213 -4.92233 1.67981
H -3.94470 -3.68665 2.59899
H -2.75884 -4.62702 3.38986
H -0.86273 -3.46295 2.32031
H -1.97417 -2.14267 2.87680
H -1.06989 -2.04161 0.77848
C -5.00753 -1.39104 -0.15289
C -4.51368 0.06669 0.22224
O -3.64378 0.52734 -0.79040
H -4.24851 -2.06986 -0.54172
H -5.81990 -1.15105 -0.83887
H -5.53535 -2.00917 0.57335
H -4.03641 0.12684 1.20034
H -5.27898 0.83344 0.34272
H -2.74943 0.38621 -0.47128
```

Output
HOMO-LUMO gap (spin up / spin down) = 7.17 / 2.68 eV
Spin multiplicity = 2
ΔE to the lowest compared entry with this formula, charge and spin = 29.0 kcal/mol
E = -50266.7545 eV
Net charge = +3
Strongest force on any atom = 4.19 eV/Å